Below is a structure of composition C48H39N4O3S2TeW, with properties calculated with the ωB97M-V functional and the def2-TZVPD basis.

Each line ends with the Löwdin charge.
Cartesian coordinates (Å):
W (-1.357, 0.135, 0.068)  1.529
C (-1.889, 1.733, 4.281)  -0.047
C (-1.160, 0.834, 5.044)  -0.053
C (-0.504, -0.206, 4.416)  -0.014
C (-0.537, -0.333, 3.025)  -0.193
C (-1.238, 0.579, 2.231)  -0.244
C (-1.942, 1.583, 2.905)  -0.177
C (0.140, -1.434, 2.335)  -0.242
C (0.800, -2.436, 3.075)  0.014
C (1.372, -3.489, 2.444)  0.029
C (1.404, -3.510, 1.037)  -0.163
C (2.052, -4.566, 0.358)  -0.021
C (2.173, -4.549, -1.000)  -0.049
C (1.676, -3.442, -1.704)  -0.033
C (1.025, -2.419, -1.067)  -0.101
C (0.815, -2.431, 0.327)  -0.186
N (0.079, -1.455, 0.999)  0.016
H (-2.438, 2.538, 4.753)  0.117
H (-1.124, 0.927, 6.121)  0.113
H (0.018, -0.916, 5.040)  0.103
H (-2.595, 2.256, 2.361)  0.055
H (0.814, -2.388, 4.151)  0.108
H (1.827, -4.299, 3.001)  0.133
H (2.460, -5.377, 0.948)  0.123
H (2.666, -5.357, -1.524)  0.115
H (1.804, -3.379, -2.777)  0.121
H (0.683, -1.601, -1.668)  -0.001
C (-2.393, -2.967, 1.166)  -0.140
N (-2.622, -1.508, 1.024)  -0.088
C (-3.775, -1.125, 1.483)  -0.069
C (-4.183, 0.190, 1.267)  -0.322
C (-5.403, 0.839, 1.379)  0.010
C (-5.284, 2.017, 0.637)  -0.041
C (-4.011, 2.017, 0.091)  -0.225
N (-3.309, 0.931, 0.497)  -0.192
C (-2.726, -3.777, -0.064)  -0.271
C (-1.801, -4.690, -0.552)  -0.063
C (-2.079, -5.431, -1.693)  -0.071
C (-3.288, -5.262, -2.350)  -0.074
C (-4.223, -4.361, -1.853)  -0.064
C (-3.945, -3.627, -0.713)  -0.065
H (-3.007, -3.309, 2.002)  0.131
H (-1.364, -3.172, 1.447)  0.088
H (-4.444, -1.848, 1.941)  0.151
H (-6.275, 0.470, 1.895)  0.117
H (-6.042, 2.764, 0.468)  0.107
H (-3.610, 2.724, -0.614)  0.067
H (-0.847, -4.812, -0.049)  0.101
H (-1.347, -6.134, -2.071)  0.106
H (-3.505, -5.830, -3.245)  0.106
H (-5.166, -4.221, -2.365)  0.112
H (-4.667, -2.894, -0.370)  0.111
C (0.635, 3.462, 1.591)  -0.332
Te (-1.033, 3.055, 0.316)  1.693
C (0.221, 3.748, -1.267)  -0.330
C (1.422, 4.382, -0.609)  -0.287
C (2.339, 5.099, -1.371)  -0.037
C (3.441, 5.685, -0.770)  -0.068
C (3.632, 5.558, 0.600)  -0.072
C (2.725, 4.842, 1.361)  -0.035
C (1.617, 4.249, 0.764)  -0.284
H (1.050, 2.519, 1.951)  0.051
H (0.272, 4.030, 2.447)  0.072
H (-0.341, 4.472, -1.854)  0.076
H (0.488, 2.920, -1.922)  0.043
H (2.180, 5.208, -2.438)  0.123
H (4.143, 6.252, -1.367)  0.110
H (4.486, 6.024, 1.075)  0.111
H (2.870, 4.743, 2.431)  0.123
N (0.373, 0.549, -0.504)  -0.128
C (1.514, 0.794, -1.019)  -0.251
C (1.710, 0.550, -2.469)  -0.183
C (2.923, 0.044, -2.947)  -0.031
C (3.054, -0.283, -4.285)  -0.058
C (1.983, -0.111, -5.156)  -0.052
C (0.773, 0.379, -4.687)  -0.036
C (0.634, 0.701, -3.346)  -0.041
C (2.670, 1.175, -0.177)  -0.160
C (3.714, 1.943, -0.697)  -0.032
C (4.799, 2.268, 0.098)  -0.055
C (4.860, 1.823, 1.412)  -0.055
C (3.826, 1.060, 1.937)  -0.052
C (2.733, 0.742, 1.147)  -0.025
H (3.749, -0.122, -2.268)  0.121
H (3.993, -0.679, -4.649)  0.111
H (2.093, -0.369, -6.201)  0.112
H (-0.074, 0.497, -5.349)  0.118
H (-0.312, 1.074, -2.977)  0.074
H (3.665, 2.303, -1.715)  0.125
H (5.597, 2.875, -0.309)  0.116
H (5.715, 2.071, 2.027)  0.113
H (3.872, 0.708, 2.959)  0.111
H (1.929, 0.147, 1.549)  0.092
O (-2.119, 1.068, -1.661)  -0.679
S (-2.914, -0.013, -2.488)  0.221
O (-4.219, -0.282, -1.953)  -0.318
O (-2.773, 0.340, -3.866)  -0.302
S (-1.623, -1.483, -1.884)  0.610

Values from the calculation:
Gap between HOMO and LUMO: 6.609 eV
Net charge: +1
HOMO: -10.5 eV


Below is a structure of composition C48H40CaF3N7O4PSe2, with properties calculated with the ωB97M-V functional and the def2-TZVPD basis.

Each line ends with the Löwdin charge.
Cartesian coordinates (Å):
Ca (0.064, 1.914, -0.202)  1.272
C (2.257, 1.697, -4.621)  -0.152
C (1.802, 2.047, -3.438)  -0.241
N (1.286, 1.318, -2.429)  -0.002
C (1.578, -0.002, -2.661)  -0.248
C (1.926, -0.556, -3.935)  -0.125
N (2.263, 0.288, -4.838)  0.041
C (0.913, -0.912, -1.794)  -0.192
C (0.910, -2.292, -1.809)  0.024
C (0.354, -3.240, -0.864)  -0.158
C (-0.231, -2.535, 0.221)  -0.011
C (0.020, -1.219, 0.419)  -0.442
N (0.514, -0.381, -0.417)  -0.052
C (-0.344, -0.679, 1.651)  -0.264
C (-0.816, -1.349, 2.820)  -0.114
N (-1.359, -0.875, 3.892)  0.122
C (-1.276, 0.411, 3.930)  -0.236
C (-0.788, 1.202, 3.049)  -0.128
N (-0.276, 0.608, 1.932)  0.042
C (0.194, -4.659, -1.189)  -0.208
C (1.235, -5.391, -1.872)  -0.049
C (1.160, -6.723, -2.007)  -0.158
N (0.011, -7.512, -1.765)  0.014
C (-0.917, -6.876, -1.101)  -0.186
C (-0.925, -5.405, -0.923)  -0.035
H (2.429, 2.446, -5.466)  0.107
H (1.686, 3.055, -2.947)  0.112
H (2.082, -1.548, -4.187)  0.077
H (1.385, -2.641, -2.859)  0.134
H (-0.933, -2.891, 0.943)  0.092
H (-0.711, -2.358, 2.835)  0.077
H (-1.711, 1.106, 4.586)  0.095
H (-0.905, 2.235, 2.982)  0.099
H (2.179, -4.892, -2.248)  0.127
H (1.806, -7.324, -2.610)  0.084
H (-1.957, -7.386, -0.847)  0.121
H (-1.879, -4.974, -0.547)  0.102
O (-1.608, 6.002, 0.152)  -0.006
C (-1.865, 4.770, 0.083)  -0.598
O (-0.961, 3.844, -0.104)  -0.301
C (-3.287, 4.374, 0.157)  -0.174
C (-4.216, 5.334, 0.513)  -0.047
C (-5.571, 5.140, 0.702)  -0.099
C (-6.168, 3.940, 0.360)  -0.056
C (-5.222, 2.948, -0.016)  -0.071
C (-3.838, 3.115, -0.172)  -0.249
P (-2.790, 1.663, -0.745)  1.084
C (-2.706, 2.093, -2.477)  -0.370
C (-2.861, 3.387, -3.009)  -0.046
C (-2.574, 3.541, -4.348)  -0.109
C (-2.387, 2.577, -5.255)  -0.130
C (-2.262, 1.349, -4.776)  -0.095
C (-2.482, 1.068, -3.413)  -0.071
C (-3.876, 0.190, -0.622)  -0.368
C (-5.045, 0.071, -1.346)  -0.118
C (-5.931, -1.029, -1.108)  -0.058
C (-5.436, -2.048, -0.279)  -0.090
C (-4.243, -1.938, 0.407)  -0.065
C (-3.475, -0.800, 0.267)  -0.069
H (-3.778, 6.336, 0.708)  0.125
H (-6.238, 6.064, 0.955)  0.131
H (-7.185, 3.739, 0.437)  0.078
H (-5.607, 1.998, -0.202)  0.050
H (-2.985, 4.208, -2.329)  0.098
H (-2.577, 4.583, -4.701)  0.115
H (-2.405, 2.780, -6.326)  0.118
H (-2.275, 0.532, -5.464)  0.102
H (-2.586, 0.010, -3.169)  0.110
H (-5.396, 0.752, -2.111)  0.111
H (-6.903, -1.161, -1.741)  0.131
H (-5.933, -2.979, -0.254)  0.085
H (-3.858, -2.697, 0.948)  0.069
H (-2.614, -0.705, 0.893)  0.074
O (1.577, -3.578, 4.579)  -0.136
C (1.982, -2.182, 4.621)  -0.225
C (3.220, -1.960, 3.880)  -0.609
C (3.464, -0.442, 3.553)  -0.214
O (3.483, 0.252, 4.794)  -0.086
C (3.013, -2.748, 2.569)  -0.453
Se (4.673, -2.792, 1.431)  0.556
C (4.538, -2.549, 4.556)  -0.549
Se (6.020, -2.783, 3.374)  0.558
H (0.802, -3.577, 5.203)  0.117
H (2.214, -2.110, 5.849)  0.188
H (1.172, -1.494, 4.233)  0.120
H (2.674, 0.080, 2.763)  0.164
H (4.517, -0.301, 3.126)  0.105
H (2.708, 0.791, 5.003)  0.093
H (2.266, -2.483, 1.927)  0.000
H (2.573, -3.918, 2.933)  0.174
H (4.103, -3.672, 4.889)  0.134
H (4.781, -1.816, 5.421)  0.098
F (7.248, 1.893, 0.884)  0.102
C (6.654, 2.142, -0.355)  -0.567
F (6.931, 1.113, -1.217)  0.128
F (7.094, 3.293, -0.790)  0.171
C (5.200, 2.202, -0.086)  -0.128
C (4.518, 0.951, 0.124)  0.072
C (3.110, 1.021, 0.345)  -0.120
N (2.475, 2.169, 0.588)  0.010
C (3.136, 3.344, 0.498)  -0.075
C (4.508, 3.382, 0.094)  0.016
H (5.088, 0.014, -0.012)  0.096
H (2.499, 0.295, 0.362)  0.006
H (2.783, 4.236, 0.536)  0.045
H (5.092, 4.464, 0.030)  0.179

Values from the calculation:
Gap between HOMO and LUMO (alpha / beta): 4.214 / 4.210 eV
Net charge: -1
HOMO (alpha / beta): -2.3 / -2.3 eV


Below is a structure of composition C48H40FeN3O5P2S, with properties calculated with the ωB97M-V functional and the def2-TZVPD basis.

Each line ends with the Mulliken spin population.
Cartesian coordinates (Å):
Fe (-0.079, -0.590, -0.493)  -0.002
O (0.424, 0.469, -4.401)  0.000
C (0.281, 0.295, -3.111)  0.003
O (-0.490, -0.511, -2.599)  0.002
C (1.072, 1.226, -2.247)  0.005
C (2.112, 2.150, -2.660)  0.001
C (2.811, 2.762, -1.699)  -0.001
C (2.542, 2.593, -0.231)  0.082
C (1.206, 1.880, 0.034)  0.074
N (0.689, 1.095, -1.037)  -0.004
C (1.251, 0.902, 1.298)  -0.030
O (2.247, 0.932, 1.979)  0.007
O (0.182, 0.196, 1.376)  0.009
H (-0.162, -0.131, -4.892)  0.000
H (2.326, 2.284, -3.710)  0.000
H (3.632, 3.417, -1.972)  -0.003
H (3.321, 1.975, 0.226)  -0.054
O (-2.955, 0.945, -1.161)  0.000
S (-2.189, 0.367, -0.039)  0.001
C (-2.291, 1.637, 1.293)  0.000
C (-3.388, 1.583, 2.139)  -0.001
C (-3.725, 2.636, 2.980)  0.001
C (-2.984, 3.798, 2.963)  0.000
C (-1.866, 3.860, 2.148)  0.000
C (-1.473, 2.785, 1.347)  0.004
P (0.030, 3.233, 0.466)  -0.023
C (1.297, 4.045, 1.393)  0.248
C (2.545, 3.966, 0.540)  -0.036
C (3.792, 4.211, 1.323)  0.314
C (3.768, 4.635, 2.607)  -0.058
C (2.546, 4.804, 3.303)  0.352
C (1.330, 4.456, 2.695)  -0.033
C (-0.407, 4.180, -0.990)  0.006
C (0.068, 5.484, -1.137)  0.021
C (-0.270, 6.213, -2.265)  0.005
C (-1.080, 5.646, -3.240)  0.000
C (-1.574, 4.357, -3.080)  0.003
C (-1.247, 3.619, -1.955)  0.004
C (-3.166, -0.956, 0.667)  0.000
C (-4.551, -0.848, 0.664)  0.001
C (-5.299, -1.841, 1.273)  0.000
C (-4.665, -2.922, 1.879)  0.000
C (-3.290, -3.064, 1.790)  0.000
C (-2.524, -2.093, 1.148)  -0.002
P (-0.881, -2.469, 0.464)  0.003
C (0.191, -3.102, 1.759)  0.002
C (1.308, -3.860, 1.406)  -0.001
C (2.222, -4.237, 2.376)  0.000
C (2.030, -3.854, 3.697)  0.000
C (0.927, -3.088, 4.048)  0.000
C (0.010, -2.705, 3.081)  -0.001
C (-1.341, -3.858, -0.620)  0.000
C (-1.115, -5.191, -0.296)  -0.001
C (-1.526, -6.194, -1.165)  0.000
C (-2.172, -5.874, -2.351)  0.000
C (-2.419, -4.544, -2.670)  0.000
C (-2.005, -3.539, -1.808)  0.000
H (-4.011, 0.705, 2.166)  -0.001
H (-4.589, 2.542, 3.624)  0.000
H (-3.256, 4.645, 3.577)  0.000
H (-1.291, 4.778, 2.129)  0.004
H (2.487, 4.754, -0.227)  0.077
H (4.735, 4.065, 0.810)  0.002
H (4.698, 4.827, 3.124)  0.004
H (2.549, 5.142, 4.328)  0.006
H (0.432, 4.473, 3.297)  0.020
H (0.678, 5.938, -0.366)  -0.009
H (0.090, 7.227, -2.378)  0.000
H (-1.346, 6.220, -4.118)  0.000
H (-2.234, 3.933, -3.825)  0.000
H (-1.683, 2.636, -1.820)  0.001
H (-5.025, 0.002, 0.187)  0.000
H (-6.379, -1.772, 1.280)  0.000
H (-5.253, -3.683, 2.374)  0.000
H (-2.811, -3.959, 2.168)  0.000
H (1.469, -4.156, 0.375)  0.000
H (3.082, -4.834, 2.103)  0.000
H (2.742, -4.152, 4.455)  0.000
H (0.783, -2.784, 5.076)  0.000
H (-0.837, -2.090, 3.355)  0.000
H (-0.620, -5.453, 0.630)  0.000
H (-1.346, -7.230, -0.909)  0.000
H (-2.493, -6.660, -3.021)  0.000
H (-2.941, -4.292, -3.583)  0.000
H (-2.212, -2.501, -2.055)  0.000
C (2.094, -4.552, -3.338)  0.000
C (2.255, -3.418, -2.386)  0.000
C (3.340, -2.949, -1.681)  0.000
C (2.871, -1.884, -0.897)  0.000
N (1.565, -1.690, -1.117)  0.000
N (1.222, -2.638, -2.031)  0.001
C (3.687, -1.085, 0.055)  0.000
H (3.050, -5.044, -3.498)  0.000
H (1.721, -4.210, -4.304)  0.000
H (1.389, -5.287, -2.944)  0.000
H (4.346, -3.332, -1.707)  0.000
H (0.263, -2.732, -2.329)  0.000
H (4.492, -1.705, 0.447)  0.000
H (3.106, -0.725, 0.894)  0.000
H (4.153, -0.236, -0.451)  -0.001

Values from the calculation:
Spin multiplicity: 2
<S²>: 0.786
Gap between HOMO and LUMO (alpha / beta): 6.179 / 7.159 eV
Net charge: +2
HOMO (alpha / beta): -12.4 / -13.5 eV


Below is a structure of composition C48H40GeIN11O2ReS2, with properties calculated with the ωB97M-V functional and the def2-TZVPD basis.

Each line ends with the Mulliken spin population.
Cartesian coordinates (Å):
Re (-0.254, -0.798, 0.449)  0.957
C (5.951, 0.687, -1.177)  0.001
N (5.059, 0.242, -2.222)  0.002
C (5.431, -0.265, -3.452)  -0.001
C (4.304, -0.541, -4.131)  0.001
N (3.233, -0.219, -3.305)  -0.003
C (3.698, 0.285, -2.109)  0.009
S (2.850, 0.883, -0.819)  -0.014
C (1.879, -0.391, -3.689)  0.010
C (1.517, -0.078, -4.997)  0.002
C (0.201, -0.285, -5.369)  -0.002
C (-0.696, -0.770, -4.430)  0.011
C (-0.227, -1.041, -3.154)  -0.007
N (1.042, -0.871, -2.787)  0.031
H (6.954, 0.769, -1.591)  0.000
H (5.946, -0.018, -0.345)  0.000
H (5.615, 1.653, -0.805)  0.000
H (6.462, -0.389, -3.730)  0.000
H (4.163, -0.984, -5.099)  0.000
H (2.234, 0.349, -5.684)  0.000
H (-0.122, -0.048, -6.375)  0.000
H (-1.736, -0.935, -4.672)  0.000
H (-0.896, -1.417, -2.388)  -0.007
N (1.615, -4.694, 0.966)  0.012
C (1.436, -5.577, -0.109)  -0.002
C (2.261, -6.682, -0.256)  0.004
C (2.068, -7.560, -1.313)  -0.002
C (1.067, -7.320, -2.243)  0.005
C (0.258, -6.201, -2.107)  -0.002
C (0.425, -5.339, -1.034)  0.005
S (-0.695, -4.010, -0.770)  -0.002
N (0.274, -2.940, 0.141)  -0.030
C (1.210, -3.377, 0.927)  0.017
C (1.840, -2.394, 1.764)  0.120
C (2.837, -2.696, 2.710)  -0.010
C (3.363, -1.723, 3.508)  0.040
C (2.891, -0.409, 3.327)  0.007
C (1.945, -0.147, 2.388)  0.065
N (1.368, -1.113, 1.591)  -0.016
H (2.383, -4.907, 1.576)  -0.003
H (3.050, -6.860, 0.465)  0.000
H (2.708, -8.425, -1.412)  0.000
H (0.918, -7.995, -3.073)  0.000
H (-0.522, -6.000, -2.831)  0.000
H (3.196, -3.711, 2.817)  0.006
H (4.128, -1.950, 4.237)  0.004
H (3.279, 0.413, 3.912)  -0.001
H (1.599, 0.856, 2.199)  -0.016
N (-0.403, -1.100, 6.018)  0.003
N (-1.043, -1.002, 4.790)  0.015
N (-1.890, -0.037, 4.522)  -0.007
C (-2.157, -0.288, 3.244)  -0.003
N (-1.488, -1.355, 2.794)  0.011
N (-0.772, -1.803, 3.805)  0.025
H (-1.065, -0.780, 6.715)  0.000
H (-0.192, -2.082, 6.159)  0.000
H (-2.818, 0.311, 2.641)  0.003
C (-0.342, 0.923, 0.570)  -0.218
Ge (-0.539, 2.846, 0.544)  -0.009
C (0.838, 3.562, 1.750)  0.004
C (1.762, 4.513, 1.329)  0.000
C (2.730, 5.006, 2.196)  0.000
C (2.789, 4.552, 3.504)  0.000
C (1.881, 3.597, 3.940)  -0.003
C (0.919, 3.109, 3.068)  0.003
C (-0.308, 3.540, -1.255)  0.009
C (-0.034, 2.682, -2.316)  -0.046
C (0.127, 3.182, -3.601)  0.003
C (0.020, 4.545, -3.838)  0.000
C (-0.254, 5.410, -2.788)  0.000
C (-0.419, 4.906, -1.506)  0.001
C (-2.316, 3.329, 1.207)  0.003
C (-2.671, 3.120, 2.539)  -0.002
C (-3.949, 3.410, 2.995)  -0.001
C (-4.896, 3.921, 2.119)  0.001
C (-4.557, 4.136, 0.792)  0.000
C (-3.279, 3.837, 0.341)  0.000
H (1.743, 4.865, 0.303)  0.000
H (3.441, 5.743, 1.845)  0.000
H (3.541, 4.937, 4.181)  0.000
H (1.923, 3.229, 4.959)  0.000
H (0.235, 2.345, 3.425)  -0.001
H (0.062, 1.619, -2.131)  0.004
H (0.337, 2.503, -4.418)  0.000
H (0.147, 4.934, -4.841)  0.000
H (-0.343, 6.474, -2.968)  0.000
H (-0.643, 5.593, -0.695)  0.000
H (-1.943, 2.740, 3.247)  -0.001
H (-4.204, 3.240, 4.034)  0.000
H (-5.896, 4.148, 2.469)  0.000
H (-5.293, 4.529, 0.101)  0.000
H (-3.039, 3.984, -0.706)  0.000
I (-8.747, -3.289, -0.267)  0.000
C (-6.877, -2.368, -0.377)  -0.001
C (-5.849, -2.809, 0.443)  0.000
C (-4.605, -2.205, 0.356)  -0.004
C (-4.397, -1.152, -0.525)  -0.003
C (-5.439, -0.711, -1.330)  0.001
C (-6.680, -1.324, -1.270)  0.000
C (-3.062, -0.470, -0.612)  0.006
O (-2.971, 0.707, -0.897)  -0.017
O (-2.066, -1.267, -0.306)  0.029
H (-6.015, -3.623, 1.135)  0.000
H (-3.783, -2.556, 0.968)  0.000
H (-5.270, 0.125, -1.996)  0.000
H (-7.487, -0.988, -1.906)  0.000

Values from the calculation:
Spin multiplicity: 2
<S²>: 0.834
Gap between HOMO and LUMO (alpha / beta): 5.796 / 5.951 eV
Net charge: 0
HOMO (alpha / beta): -5.8 / -6.1 eV


Taking the records one at a time from the top gives E values of -3428.621246 -8658.632615 -4737.719431 -5855.110599 hartree.
Taking the records one at a time from the top gives relative energy (zero: lowest compared OMol25 entry of this formula, charge and spin) values of 0.00 258.35 32.34 11.03 kcal per mole.